The following is a quantum chemistry calculation of a structure of composition C14H13BeBrF6O in a non-equilibrium geometry, from OMol25.

Output
* total charge: -2
* LUMO: 0.201 Eh
* orbital gap: 5.04 eV

Element x y z (Å)
1 C -1.16880 -0.75925 -1.83470
2 C -1.21618 -1.76351 -0.83885
3 C -1.92071 -1.21462 0.29679
4 H -0.78066 -2.76669 -0.88799
5 C -2.32630 0.12096 -0.04087
6 C -1.85013 0.40376 -1.34762
7 H -2.01714 1.34980 -1.87877
8 H -0.73062 -0.88583 -2.83068
9 H -2.16776 -1.74361 1.22121
10 H -2.94304 0.77326 0.57620
11 Be -0.11317 -0.03401 0.48714
12 Br 0.75540 -1.81453 1.42077
13 C 1.98205 1.15171 0.36416
14 C 1.15392 1.92729 -0.51029
15 C 0.99380 1.19372 -1.71828
16 H 0.72179 2.90966 -0.28760
17 C 1.72390 -0.03237 -1.59471
18 C 2.34493 -0.06206 -0.31198
19 H 2.98749 -0.85084 0.08919
20 H 2.28878 1.42642 1.37597
21 H 0.44418 1.54578 -2.59834
22 H 1.78863 -0.83671 -2.33724
23 C -1.59868 0.09456 3.24234
24 C -0.76823 1.25515 2.71188
25 O -0.50968 1.14919 1.31874
26 C -1.59594 2.59476 2.90615
27 F -1.92598 2.80718 4.23087
28 F -0.94622 3.71722 2.46979
29 F -2.78243 2.52952 2.21186
30 C 0.56449 1.42395 3.54045
31 F 0.28447 1.54111 4.88702
32 F 1.39800 0.34737 3.40713
33 F 1.29187 2.53205 3.17938
34 H -2.55043 0.04242 2.68672
35 H -1.78427 0.29820 4.30019
36 H -1.03086 -0.84623 3.10425

Atomic partial charges in e from the Mulliken method, atoms 1 to 5: C -0.27; C -0.91; C -0.57; H 0.34; C -0.46

The following is a quantum chemistry calculation of the ion C14H13Br2N2O2 with charge +1 in a non-equilibrium geometry, from OMol25.

Output
* total charge: +1
* LUMO: -0.197 Eh
* orbital gap: 6.57 eV
* SMILES: C[C@@H](Br)[C@H](Br)c1[nH+]nccc1OC(=O)c1ccccc1

Element x y z (Å)
1 C 0.13906 1.31796 3.87364
2 C -0.23457 2.53582 2.82434
3 Br 1.50402 3.45648 2.39330
4 C -1.07416 2.03458 1.49198
5 Br -2.88309 2.86348 1.28797
6 C -1.07210 0.37399 1.36926
7 N -2.22961 -0.51979 1.70436
8 N -2.41372 -1.86187 1.69932
9 C -1.29949 -2.72348 1.24384
10 C 0.10977 -2.02968 0.81966
11 C 0.32547 -0.40597 0.88025
12 O 1.56523 0.32364 0.55403
13 C 2.23849 -0.41144 -0.53017
14 O 3.43169 -0.96553 -0.26525
15 C 1.43667 -0.51426 -1.97032
16 C 0.37211 0.71672 -2.35590
17 C -0.40909 0.67610 -3.79563
18 C -0.09746 -0.61043 -4.81157
19 C 0.91694 -1.85585 -4.43175
20 C 1.69413 -1.80608 -2.98941
21 H 1.10338 0.72662 3.51517
22 H 0.45793 1.85530 4.89078
23 H -0.76960 0.62272 4.13276
24 H -0.90275 3.31859 3.40156
25 H -0.43162 2.40522 0.55618
26 H -3.08682 0.02806 2.03007
27 H -1.37598 -3.91383 1.20875
28 H 0.99928 -2.73443 0.48456
29 H 0.24314 1.57022 -1.53117
30 H -1.15486 1.54852 -4.05843
31 H -0.65276 -0.58977 -5.85951
32 H 1.10680 -2.78439 -5.15609
33 H 2.44357 -2.64723 -2.60661

Atomic partial charges in e from the Mulliken method, atoms 1 to 5: C -0.97; C -0.19; Br -0.08; C -0.27; Br -0.04

The following is a quantum chemistry calculation of a cluster of 2 separate species, C14H13Cl2N3O2 in total in a non-equilibrium geometry, from OMol25.

Output
* LUMO: -0.114 Eh
* orbital gap: 5.65 eV
* SMILES: N#CC1=C(C#N)C(=O)C(Cl)=C(Cl)C1=O.CC1(C)CCCN1

Element x y z (Å)
1 N -0.77297 2.60094 -2.53761
2 C -0.34047 2.62031 -1.44955
3 C 0.17524 2.58184 -0.12889
4 C 1.32158 1.88009 0.12491
5 C 2.18421 1.46362 -0.92289
6 N 2.92503 1.14405 -1.77340
7 C 1.69447 1.50118 1.48981
8 O 2.39869 0.50330 1.68613
9 C 1.03404 2.27203 2.56913
10 Cl 1.70025 2.14133 4.13005
11 C -0.13371 2.94136 2.33149
12 Cl -1.04328 3.67094 3.57087
13 C -0.73143 2.96805 0.96668
14 O -1.92386 3.17596 0.74862
15 C -1.73051 -0.61008 0.29490
16 C -0.51922 -1.50640 0.03450
17 C -0.00750 -2.03501 1.35982
18 C -0.89143 -2.61881 -0.96827
19 C -0.45308 -2.12338 -2.34640
20 C 0.56727 -1.01204 -2.07379
21 N 0.52043 -0.73702 -0.63793
22 H -2.48488 -1.17657 0.85680
23 H -1.44719 0.27019 0.88631
24 H -2.17022 -0.25117 -0.64312
25 H -0.80692 -2.56855 1.88319
26 H 0.81683 -2.73268 1.18849
27 H 0.35153 -1.22353 2.00197
28 H -0.32301 -3.51868 -0.71921
29 H -1.95917 -2.83628 -0.92299
30 H 0.02508 -2.92108 -2.92090
31 H -1.29498 -1.73168 -2.92318
32 H 1.57802 -1.31292 -2.39264
33 H 0.32309 -0.07949 -2.60775
34 H 1.41810 -0.73983 -0.15517

Atomic partial charges in e from the Mulliken method, atoms 1 to 5: N -0.50; C -0.24; C 0.83; C 0.83; C -0.06

The following is a quantum chemistry calculation of a structure of composition C14H13ClN2O3Tc in a non-equilibrium geometry, from OMol25.

Output
* spin multiplicity: 4
* total charge: +2
* LUMO (alpha / beta): -0.278 / -0.440 Eh
* orbital gap (alpha / beta): 7.98 / 3.57 eV
* <S²>: 3.7651

Element x y z (Å)
1 Cl -2.48490 -1.09432 -0.22264
2 C 0.91866 -1.35673 -1.64525
3 C 1.68684 -0.14540 -1.51000
4 C 0.86078 0.95548 -1.94493
5 H 2.74325 -0.10093 -1.25504
6 C -0.41452 0.42964 -2.34864
7 C -0.34754 -1.00137 -2.19812
8 H -1.13277 -1.68570 -2.50061
9 H 1.27456 -2.36504 -1.43952
10 H 1.12746 2.01099 -1.98634
11 C -1.58693 1.23016 -2.80460
12 Tc -0.03902 -0.05846 -0.18464
13 C 1.39626 0.72904 0.84968
14 C -0.04805 -1.57159 1.02570
15 O 2.25667 1.17855 1.49130
16 O -0.05460 -2.42404 1.81057
17 H -1.58958 2.20645 -2.30957
18 H -2.51312 0.70958 -2.54817
19 H -1.55726 1.39678 -3.88774
20 N -3.33752 3.05491 5.65231
21 C -2.64708 3.67254 4.64606
22 O -2.41584 4.87467 4.65469
23 C -2.20474 2.78719 3.51577
24 C -2.54630 1.43383 3.39779
25 C -2.00678 0.67669 2.35717
26 N -1.14976 1.18502 1.44712
27 C -0.89253 2.50896 1.49780
28 C -1.39657 3.32766 2.50571
29 H -3.57827 3.61710 6.45135
30 H -3.42009 2.05373 5.73019
31 H -3.22587 0.93035 4.08463
32 H -2.28775 -0.37256 2.24462
33 H -0.23883 2.92521 0.72351
34 H -1.12496 4.38063 2.49815

Atomic partial charges in e from the Mulliken method, atoms 1 to 5: Cl 0.12; C -0.72; C -0.27; C -0.61; H 0.63